[1]
Below is a structure of composition C18H12F4N4PdS3Se3Te at a distorted geometry, with properties calculated with the ωB97M-V functional and the def2-TZVPD basis.

E_tot = -10106.3886 Ha
HOMO = -1.47 eV
orbital gap = 4.5 eV
relative energy (zero: lowest compared OMol25 entry of this formula, charge and spin) = 66.2 kcal per mole

```
! wB97M-V def2-TZVPD RIJCOSX def2/J DEFGRID3
* xyz -2 1
Pd -0.50760 -0.11310 -0.34730
C 4.20910 -1.32950 1.32820
C 4.06330 -0.53540 0.04520
S 2.31370 -0.14250 -0.38360
C 2.10760 -1.08250 -1.92970
C 1.85640 -2.55740 -1.70400
S 0.45110 -2.74360 -0.55000
C 1.11630 -3.84480 0.72270
C 2.03710 -3.16450 1.71480
S 3.78510 -3.10340 1.15820
H 3.58990 -0.91570 2.12580
H 5.25500 -1.32580 1.64470
H 4.52090 -1.05490 -0.79580
H 4.54430 0.43770 0.17390
H 2.98710 -0.91920 -2.55450
H 1.23230 -0.63430 -2.42460
H 2.71890 -3.05980 -1.27300
H 1.57480 -3.04000 -2.64130
H 1.59730 -4.68140 0.21470
H 0.22240 -4.19960 1.23890
H 2.03840 -3.72400 2.65170
H 1.70370 -2.14210 1.89920
Se 0.22120 1.93720 -1.23550
Se 0.52000 3.19040 0.55250
Te -3.35050 2.54350 0.37710
Se -2.09310 1.29140 -1.26680
F -3.98210 -5.43290 -0.67640
C -3.20160 -4.75990 -1.55590
C -2.83900 -5.40830 -2.71560
F -3.30460 -6.66970 -2.89860
C -1.98600 -4.84460 -3.69420
C -1.62500 -3.51300 -3.40700
C -2.02000 -2.86460 -2.26040
F -1.60800 -1.55320 -2.12750
C -2.77140 -3.45720 -1.23250
C -2.99500 -2.83720 0.04830
C -2.22620 -1.81670 0.56270
N -1.62030 -1.05910 1.22960
C -3.93080 -3.29950 0.97470
N -4.67810 -3.64180 1.78570
F -0.84620 -2.81420 -4.27650
C -1.51670 -5.54390 -4.83830
C -0.60570 -5.02070 -5.75130
N 0.16050 -4.67970 -6.54800
C -1.87500 -6.84820 -5.16200
N -2.10400 -7.92620 -5.51240
*
```

Atomic partial charges in e from the natural (NBO) method, atoms 1 to 2: atom 1 (Pd): 0.385, atom 2 (C): -0.522


[2]
Below is the molecule C23H29N5O, with properties calculated with the ωB97M-V functional and the def2-TZVPD basis.

E_tot = -1242.8430 Ha
HOMO = -8.10 eV
orbital gap = 8.8 eV
relative energy (zero: lowest compared OMol25 entry of this formula, charge and spin) = 38.1 kcal per mole

```
! wB97M-V def2-TZVPD RIJCOSX def2/J DEFGRID3
* xyz 0 1
C 1.82142 -1.26262 -2.18465
C 0.75595 -0.21394 -2.10732
C 1.03407 1.13236 -2.32049
C -0.01067 2.03934 -2.26720
C -1.28889 1.57998 -1.99928
C -1.47267 0.21884 -1.77260
C -2.83506 -0.34712 -1.43699
N -3.15992 -0.50471 -0.02660
C -3.18229 0.71658 0.75743
C -1.82376 1.10349 1.34844
N -1.32643 -0.00224 2.14375
C -0.13154 0.32391 2.91433
C 1.09734 0.53909 2.06670
C 1.96830 -0.51439 1.81275
C 3.03443 -0.37122 0.94653
C 3.24130 0.84389 0.30359
N 4.28280 1.01142 -0.61419
C 5.42421 0.29052 -0.73220
C 6.12733 0.82110 -1.78450
C 5.32181 1.87145 -2.25194
N 4.22195 1.97470 -1.53789
C 2.38749 1.91151 0.56006
C 1.33307 1.75754 1.43764
C -1.15647 -1.17666 1.30588
C -2.49470 -1.59672 0.67671
C -3.42761 -2.19201 1.74390
C -4.74220 -2.70374 1.14926
O -5.58230 -1.67612 0.69453
N -0.46972 -0.64551 -1.83532
H 1.59877 -1.94909 -2.99985
H 2.79646 -0.81458 -2.35339
H 1.83913 -1.84121 -1.26326
H 2.04119 1.46389 -2.52069
H 0.17035 3.09115 -2.43604
H -2.12716 2.25973 -1.96151
H -3.60245 0.30478 -1.86907
H -2.91727 -1.33422 -1.89938
H -3.88455 0.56852 1.58333
H -3.55942 1.52892 0.13289
H -1.12556 1.37354 0.53925
H -1.95410 1.97195 1.99997
H -0.35623 1.22303 3.49454
H 0.03670 -0.50408 3.60943
H 1.80738 -1.46598 2.29856
H 3.68660 -1.21004 0.75772
H 5.66696 -0.51198 -0.06678
H 7.07738 0.50591 -2.16358
H 5.50132 2.54104 -3.06953
H 2.56493 2.84949 0.05878
H 0.68869 2.59974 1.64283
H -0.42749 -1.00176 0.49901
H -0.78718 -1.99353 1.93034
H -2.28034 -2.37607 -0.06284
H -2.91461 -3.02795 2.22119
H -3.63724 -1.44410 2.50758
H -4.51751 -3.40297 0.32708
H -5.31053 -3.24568 1.91083
H -5.02149 -1.08718 0.16225
*
```

Atomic partial charges in e from the natural (NBO) method, atoms 1 to 2: atom 1 (C): -0.642, atom 2 (C): 0.211


[3]
Below is the ion C14H20N5O3 with charge +1 at a distorted geometry, with properties calculated with the ωB97M-V functional and the def2-TZVPD basis.

E_tot = -1044.7124 Ha
HOMO = -11.41 eV
orbital gap = 8.3 eV
relative energy (zero: lowest compared OMol25 entry of this formula, charge and spin) = 1.4 kcal per mole

```
! wB97M-V def2-TZVPD RIJCOSX def2/J DEFGRID3
* xyz 1 1
C 1.05479 4.91319 -4.00647
C -0.00927 3.84025 -4.20460
O -0.53709 3.36610 -2.97378
C 0.15950 2.50999 -2.21124
C 1.37328 1.90960 -2.54837
C 1.97343 1.02102 -1.67604
C 1.39720 0.71762 -0.45126
C 2.04117 -0.26288 0.48725
N 1.29462 -1.55185 0.43595
C 1.81137 -2.62918 1.30947
C 1.28566 -2.47275 2.74004
N -0.09127 -2.90706 2.89921
C -1.15828 -2.32677 2.32888
O -1.08084 -1.47336 1.42978
C -2.44062 -2.79056 2.82371
N -2.57617 -3.69855 3.76937
O -3.86356 -3.86711 3.96191
N -4.60917 -3.08711 3.16690
C -3.77005 -2.38553 2.42565
N -4.10704 -1.50073 1.49020
C 0.18390 1.31510 -0.11288
C -0.42544 2.19301 -0.97674
H 0.64266 5.73958 -3.43341
H 1.91760 4.52145 -3.47280
H 1.37887 5.28492 -4.97396
H -0.87503 4.26555 -4.71776
H 0.37338 3.00683 -4.80489
H 1.85991 2.12433 -3.48536
H 2.91601 0.57168 -1.95414
H 3.08120 -0.44242 0.20549
H 2.01105 0.11002 1.51214
H 0.25818 -1.37417 0.76599
H 1.26631 -1.85452 -0.54016
H 2.90303 -2.59918 1.31668
H 1.49188 -3.59554 0.91393
H 1.89613 -3.07865 3.40842
H 1.37805 -1.42625 3.05233
H -0.29911 -3.58619 3.61870
H -5.07645 -1.28169 1.34730
H -3.38770 -0.97715 1.02310
H -0.28107 1.09395 0.83638
H -1.36102 2.66501 -0.72491
*
```

Atomic partial charges in e from the natural (NBO) method, atoms 1 to 2: atom 1 (C): -0.639, atom 2 (C): -0.068


[4]
Below is a cluster of 6 separate species, C4H18N2O7 in total at a distorted geometry, with properties calculated with the ωB97M-V functional and the def2-TZVPD basis.

E_tot = -799.3848 Ha
HOMO = -9.82 eV
orbital gap = 10.2 eV
relative energy (zero: lowest compared OMol25 entry of this formula, charge and spin) = 69.1 kcal per mole

```
! wB97M-V def2-TZVPD RIJCOSX def2/J DEFGRID3
* xyz 0 1
C -0.63200 0.10905 1.53275
C 0.09879 1.28381 2.23941
N 0.27048 2.48259 1.40155
C 1.46226 0.73626 2.56390
O 2.02236 0.64414 3.61890
N 2.32132 0.22687 1.45069
C 2.26158 0.17136 0.09244
O 1.55231 0.83518 -0.64879
H -0.61821 -0.76721 2.18602
H -1.71745 0.28757 1.51400
H -0.26441 0.17173 0.51628
H -0.52260 1.64478 3.05494
H 0.87124 2.33410 0.60145
H -0.63742 2.70929 1.00988
H 2.99905 -0.41081 1.81644
H 2.81050 -0.67692 -0.35307
O 0.17419 -3.09261 -1.44280
H -0.30094 -3.79832 -0.97750
H -0.49310 -2.44899 -1.65652
O -3.95860 -1.23976 0.75988
H -4.15234 -0.97079 -0.14471
H -3.86238 -0.51302 1.38470
O -0.09171 1.83352 -2.51575
H 0.23373 1.72451 -1.61086
H 0.61883 2.31536 -2.96519
O -2.72171 -2.00400 -2.29394
H -2.47405 -1.92781 -3.23210
H -1.88949 -1.60565 -2.00824
O -0.41233 -0.76528 -3.61422
H -0.21022 -0.65658 -4.56946
H -0.25909 0.11167 -3.21271
*
```

Atomic partial charges in e from the natural (NBO) method, atoms 1 to 2: atom 1 (C): -0.643, atom 2 (C): -0.156


[5]
Below is a cluster of 2 separate species, C2H5O2 in total at a distorted geometry, with properties calculated with the ωB97M-V functional and the def2-TZVPD basis.

E_tot = -229.5678 Ha
HOMO (spin up / spin down) = -9.76 / -10.04 eV
orbital gap (spin up / spin down) = 10.5 / 9.3 eV
relative energy (zero: lowest compared OMol25 entry of this formula, charge and spin) = 23.3 kcal per mole

```
! wB97M-V def2-TZVPD RIJCOSX def2/J DEFGRID3
* xyz 0 2
O -4.70624 1.17186 -1.35105
H -5.21310 0.49299 -1.80380
C 2.15548 0.28979 0.50042
C 2.71962 -0.98180 0.70453
O 2.34765 -1.92708 1.40970
H 1.34132 0.21090 -0.26731
H 2.07709 1.13884 1.16989
H 3.57993 -1.30695 0.09936
H -4.30176 0.91144 -0.46173
*
```

Atomic partial charges in e from the natural (NBO) method, atoms 1 to 2: atom 1 (O): -0.968, atom 2 (H): 0.482


[6]
Below is a cluster of 14 separate species, C26H83N19O17 in total at a distorted geometry, with properties calculated with the ωB97M-V functional and the def2-TZVPD basis.

E_tot = -3359.8797 Ha
HOMO (spin up / spin down) = 0.09 / -6.77 eV
orbital gap (spin up / spin down) = 1.3 / 8.2 eV

```
! wB97M-V def2-TZVPD RIJCOSX def2/J DEFGRID3
* xyz -1 2
C 10.35469 -28.63730 -11.93183
C 11.28278 -27.45462 -11.96085
C 12.56655 -27.65594 -12.72296
O 13.40982 -26.50844 -12.51773
C 14.55640 -26.55726 -13.29009
N 10.51226 -26.31643 -12.47931
H 10.70272 -29.48240 -11.33788
H 10.14376 -29.09583 -12.89793
H 9.39726 -28.36364 -11.48850
H 11.46007 -27.15980 -10.92656
H 12.28018 -27.63648 -13.77449
H 13.07637 -28.54347 -12.34817
H 14.37868 -26.05318 -14.24005
H 14.90049 -27.53626 -13.62362
H 15.29683 -25.89237 -12.84535
H 10.23726 -26.58987 -13.41189
H 11.23991 -25.64975 -12.69418
C 9.62205 -24.21293 -15.81745
C 9.59691 -22.68696 -15.65799
C 10.09729 -21.83142 -16.86802
O 11.42616 -22.23298 -17.23105
C 11.90956 -21.32054 -18.22365
N 8.36011 -22.27437 -15.13190
H 9.26565 -24.71816 -14.91977
H 10.65677 -24.54774 -15.89055
H 9.16781 -24.48124 -16.77127
H 10.41380 -22.61935 -14.93950
H 9.90691 -20.80198 -16.56456
H 9.40259 -21.89918 -17.70521
H 12.24946 -20.37967 -17.79082
H 11.19523 -21.22037 -19.04084
H 12.78175 -21.88900 -18.54653
H 8.33422 -21.26535 -15.16812
H 8.40335 -22.53594 -14.15732
C 13.69208 -27.15871 -18.33674
C 13.47506 -28.52201 -17.71430
C 14.06661 -29.70439 -18.48368
O 13.68814 -31.05160 -18.01111
C 14.25429 -32.08207 -18.81554
N 14.04822 -28.61999 -16.35840
H 13.44124 -27.18644 -19.39712
H 14.70499 -26.75947 -18.28470
H 13.05774 -26.44170 -17.81558
H 12.39364 -28.59344 -17.59804
H 15.13398 -29.65811 -18.69975
H 13.55704 -29.61127 -19.44272
H 14.20345 -33.07886 -18.37746
H 15.23012 -32.05747 -19.30056
H 13.54832 -32.15616 -19.64271
H 13.61668 -29.47792 -16.04562
H 13.76895 -27.87580 -15.73527
C 9.89088 -25.99195 -8.36788
C 8.70278 -25.98706 -9.40912
O 9.02172 -25.01285 -10.42640
O 11.26782 -26.23615 -8.94460
H 9.74503 -26.53568 -7.43451
H 10.00416 -24.95910 -8.03850
H 7.78596 -25.75339 -8.86788
H 8.64126 -26.98357 -9.84649
H 9.66450 -25.40621 -11.02112
H 11.53721 -25.43175 -9.39401
C 14.81906 -26.45495 -6.49792
C 13.82876 -27.49211 -7.09897
O 13.84695 -27.39134 -8.60511
O 14.26596 -25.22143 -6.82145
H 15.73304 -26.61466 -7.06996
H 14.87988 -26.49188 -5.41024
H 12.86006 -27.30375 -6.63611
H 14.09300 -28.40389 -6.56331
H 12.94333 -27.16674 -8.83885
H 13.56791 -25.32701 -7.47197
C 16.01909 -30.52828 -8.97448
C 16.04542 -29.44255 -10.09278
O 16.25097 -28.21115 -9.47427
O 15.30608 -30.16980 -7.74217
H 17.03306 -30.78724 -8.66969
H 15.70499 -31.49142 -9.37673
H 14.99759 -29.34870 -10.37798
H 16.68781 -29.67696 -10.94160
H 15.40249 -27.84069 -9.22042
H 15.74063 -29.39798 -7.37197
C 16.13771 -24.40337 -10.36534
O 15.90188 -23.84767 -11.40029
N 17.28251 -24.93460 -10.01754
N 15.20319 -24.50114 -9.43070
H 18.15179 -24.64142 -10.44003
H 17.15782 -25.43293 -9.14793
H 15.40332 -25.02464 -8.59047
H 14.29476 -24.07387 -9.54158
C 17.84495 -27.36736 -16.00519
O 18.42313 -28.45043 -15.99904
N 18.46872 -26.32132 -15.58015
N 16.60717 -27.13949 -16.32445
H 17.87256 -25.55388 -15.30496
H 19.42308 -26.46841 -15.28405
H 15.87199 -27.82681 -16.40933
H 16.30999 -26.17774 -16.24194
C 10.03361 -28.37158 -15.87704
O 10.41188 -27.31937 -15.40028
N 9.01084 -28.48762 -16.64898
N 10.47952 -29.54847 -15.57689
H 8.77030 -29.37582 -17.06532
H 8.40951 -27.67682 -16.61593
H 11.26052 -29.71094 -14.95741
H 10.02947 -30.32172 -16.04556
C 11.72500 -30.95047 -8.00242
O 11.49210 -30.98267 -6.83565
N 12.88078 -30.97744 -8.62522
N 10.79797 -30.91433 -8.88669
H 13.73939 -30.80191 -8.12314
H 12.99307 -31.05846 -9.62568
H 11.06189 -30.91774 -9.86159
H 9.88947 -30.98844 -8.45168
C 8.79176 -32.95249 -12.48853
O 9.55048 -31.95476 -12.38652
N 9.09190 -34.07591 -13.16137
N 7.59692 -33.01330 -11.99343
H 8.32154 -34.72797 -13.19962
H 10.01282 -34.45126 -13.33778
H 7.47104 -32.30579 -11.28373
H 6.95126 -33.74149 -12.26355
C 14.70772 -23.81615 -15.79790
O 15.61011 -24.71783 -15.71620
N 13.73523 -23.82951 -16.60187
N 14.68500 -22.80697 -14.99604
H 13.60972 -24.66355 -17.15750
H 12.93842 -23.22567 -16.74525
H 15.36074 -22.72403 -14.24998
H 13.81981 -22.28601 -15.00802
C 12.76958 -31.50284 -13.59079
O 12.62492 -30.96896 -12.51310
N 11.80166 -32.20799 -14.16359
N 13.93453 -31.58057 -14.21222
H 10.98235 -32.26096 -13.57535
H 11.88290 -32.89207 -14.90219
H 14.75193 -31.35656 -13.66287
H 14.04908 -32.13200 -15.05061
C 12.49859 -23.55889 -11.16158
O 12.50973 -24.25312 -10.16521
N 11.88878 -22.51781 -11.34390
N 12.94973 -23.93426 -12.33418
H 12.12716 -22.05747 -12.21071
H 11.13355 -22.31426 -10.70493
H 13.32038 -24.83848 -12.58933
H 13.11639 -23.16102 -12.96222
*
```

Atomic partial charges in e from the Löwdin method, atoms 1 to 2: atom 1 (C): -0.040, atom 2 (C): -0.396


Q: Which value of E_tot does entry 6 give?
A: -3359.8797 Ha


Q: E_tot of number 3 (C14H20N5O3)?
A: -1044.7124 Ha


Please write out number 5 again, unchanged.
Below is a cluster of 2 separate species, C2H5O2 in total at a distorted geometry, with properties calculated with the ωB97M-V functional and the def2-TZVPD basis.

E_tot = -229.5678 Ha
HOMO (spin up / spin down) = -9.76 / -10.04 eV
orbital gap (spin up / spin down) = 10.5 / 9.3 eV
relative energy (zero: lowest compared OMol25 entry of this formula, charge and spin) = 23.3 kcal per mole

```
! wB97M-V def2-TZVPD RIJCOSX def2/J DEFGRID3
* xyz 0 2
O -4.70624 1.17186 -1.35105
H -5.21310 0.49299 -1.80380
C 2.15548 0.28979 0.50042
C 2.71962 -0.98180 0.70453
O 2.34765 -1.92708 1.40970
H 1.34132 0.21090 -0.26731
H 2.07709 1.13884 1.16989
H 3.57993 -1.30695 0.09936
H -4.30176 0.91144 -0.46173
*
```

Atomic partial charges in e from the natural (NBO) method, atoms 1 to 2: atom 1 (O): -0.968, atom 2 (H): 0.482